{
  "formula": "C47H130AgN8O17",
  "method": "ωB97M-V with the def2-TZVPD basis set",
  "species": ["Ag", "C", "O", "H", "H", "H", "C", "C", "O", "O", "H", "H", "H", "C", "C", "C", "O", "C", "N", "H", "H", "H", "H", "H", "H", "H", "H", "H", "H", "H", "C", "C", "C", "O", "C", "N", "H", "H", "H", "H", "H", "H", "H", "H", "H", "H", "H", "C", "C", "C", "O", "C", "N", "H", "H", "H", "H", "H", "H", "H", "H", "H", "H", "H", "C", "C", "C", "O", "C", "N", "H", "H", "H", "H", "H", "H", "H", "H", "H", "H", "H", "C", "C", "C", "O", "C", "N", "H", "H", "H", "H", "H", "H", "H", "H", "H", "H", "H", "C", "C", "C", "O", "C", "N", "H", "H", "H", "H", "H", "H", "H", "H", "H", "H", "H", "C", "C", "C", "O", "C", "N", "H", "H", "H", "H", "H", "H", "H", "H", "H", "H", "H", "C", "C", "C", "O", "C", "N", "H", "H", "H", "H", "H", "H", "H", "H", "H", "H", "H", "C", "C", "O", "H", "H", "H", "H", "H", "H", "C", "C", "O", "H", "H", "H", "H", "H", "H", "C", "C", "O", "H", "H", "H", "H", "H", "H", "C", "C", "O", "H", "H", "H", "H", "H", "H", "C", "C", "O", "H", "H", "H", "H", "H", "H", "C", "C", "O", "H", "H", "H", "H", "H", "H"],
  "coordinates": [[2.0742, 2.7239, -0.5705], [-0.1607, 0.1281, -0.1209], [1.0546, 0.7248, 0.1089], [-0.8062, 0.1417, 0.7573], [-0.7339, 0.6145, -0.9102], [-0.0925, -0.9294, -0.3759], [1.2681, 5.3527, -3.7303], [1.7279, 4.3986, -2.6182], [1.3795, 3.2296, -2.6995], [2.3217, 4.8112, -1.6038], [1.8339, 6.2806, -3.6472], [0.2143, 5.5762, -3.5639], [1.3829, 4.9726, -4.7454], [-2.5744, -4.7613, -1.8787], [-1.9121, -3.4865, -1.3155], [-2.6523, -2.9772, -0.0722], [-3.9243, -2.5272, -0.4522], [-4.7241, -2.0337, 0.6671], [-0.5679, -3.8972, -1.0020], [-2.0565, -5.2085, -2.7271], [-3.5952, -4.5767, -2.2135], [-2.5557, -5.5498, -1.1263], [-1.9710, -2.6992, -2.0671], [-2.1064, -2.1294, 0.3415], [-2.6813, -3.8116, 0.6286], [-5.7125, -1.7603, 0.2978], [-4.3183, -1.0885, 1.0278], [-4.8205, -2.7117, 1.5151], [-0.1226, -4.1172, -1.8815], [-0.0444, -3.1126, -0.6408], [-5.1758, 3.4288, 5.0357], [-5.6496, 3.5188, 3.6026], [-4.9768, 2.5119, 2.7002], [-3.5638, 2.7432, 2.7153], [-2.7782, 1.8427, 1.9883], [-7.1196, 3.4361, 3.5089], [-5.4938, 2.5334, 5.5697], [-5.5476, 4.3110, 5.5567], [-4.1099, 3.5398, 5.2348], [-5.3689, 4.5268, 3.2972], [-5.3671, 2.6874, 1.6977], [-5.2431, 1.4862, 2.9555], [-1.7324, 2.0699, 2.1956], [-2.9162, 2.0278, 0.9230], [-2.9820, 0.8545, 2.4005], [-7.5104, 2.7178, 4.1017], [-7.4789, 4.1471, 4.1299], [-7.0355, 0.3353, -1.8749], [-5.9193, -0.1418, -2.8177], [-4.6168, 0.6485, -2.5214], [-3.7474, 0.4504, -3.6188], [-2.3870, 0.5526, -3.3288], [-5.6646, -1.5114, -2.6538], [-7.9250, -0.2372, -2.1377], [-7.2738, 1.3970, -1.9393], [-6.8803, 0.0681, -0.8296], [-6.1568, -0.0620, -3.8786], [-4.1751, 0.2871, -1.5927], [-4.7426, 1.7128, -2.3227], [-2.0480, -0.2930, -2.7304], [-2.1441, 1.5222, -2.8941], [-1.8343, 0.4381, -4.2613], [-5.2030, -1.5815, -1.7582], [-4.8881, -1.8073, -3.2281], [-6.6318, 3.5513, -4.9433], [-5.2906, 3.2818, -5.6452], [-4.0956, 3.9687, -4.9870], [-2.9914, 3.8316, -5.8559], [-1.6892, 4.0555, -5.3393], [-5.1403, 1.8465, -5.6700], [-7.3983, 2.8727, -5.3176], [-7.1477, 4.5039, -5.0637], [-6.5753, 3.3751, -3.8692], [-5.2719, 3.6009, -6.6873], [-3.8967, 3.5441, -4.0030], [-4.3095, 5.0307, -4.8667], [-1.4560, 3.3520, -4.5400], [-1.5280, 5.0946, -5.0522], [-0.8763, 3.9107, -6.0508], [-4.9070, 1.5550, -4.7315], [-4.2694, 1.6252, -6.1312], [2.4044, 4.0694, 3.6433], [1.9851, 3.5256, 2.2875], [0.7511, 4.3473, 1.7589], [0.4552, 3.8409, 0.3871], [-0.6559, 4.3648, -0.2328], [3.1086, 3.4364, 1.3443], [2.7904, 5.0774, 3.7953], [3.1394, 3.4172, 4.1150], [1.5824, 4.0753, 4.3592], [1.7229, 2.4819, 2.4602], [1.0855, 5.3835, 1.7078], [-0.1073, 4.3310, 2.4304], [-1.4386, 4.4998, 0.5136], [-1.1367, 3.7232, -0.9712], [-0.4971, 5.3229, -0.7278], [3.8401, 2.9141, 1.8048], [3.5379, 4.3498, 1.3838], [1.3573, -5.1662, 2.0735], [-0.0099, -5.9376, 2.1028], [-1.2588, -5.2376, 2.6770], [-2.4635, -5.9981, 2.2491], [-3.5977, -5.6057, 2.9605], [-0.3057, -6.4038, 0.7313], [1.7050, -4.9682, 3.0874], [1.2268, -4.1917, 1.6030], [2.0868, -5.6438, 1.4194], [0.1510, -6.8817, 2.6233], [-1.3525, -4.2121, 2.3198], [-1.3317, -5.1388, 3.7601], [-3.8598, -4.5621, 2.7867], [-3.6268, -5.8852, 4.0136], [-4.3641, -6.1760, 2.4356], [-1.2698, -6.6914, 0.6428], [-0.2245, -5.6019, 0.1227], [5.7368, 3.5842, -1.6512], [4.8617, 2.5154, -2.2879], [5.6412, 1.4119, -3.0439], [6.2216, 1.8795, -4.2772], [6.8852, 0.8472, -5.0135], [4.1702, 1.9223, -1.1967], [6.1440, 4.2678, -2.3962], [6.6757, 3.2121, -1.2412], [5.2049, 4.1511, -0.8872], [4.0567, 2.9379, -2.8892], [5.0361, 0.5377, -3.2844], [6.4755, 1.0307, -2.4551], [6.2097, 0.0468, -5.3155], [7.6972, 0.4119, -4.4310], [7.3268, 1.2265, -5.9350], [3.9914, 0.9510, -1.4081], [4.8048, 1.8628, -0.4133], [4.5350, 0.1077, 2.0250], [5.9318, 0.5229, 1.5872], [6.4220, -0.3815, 0.4298], [7.8729, -0.2310, 0.1850], [8.2670, -1.1030, -0.8921], [5.8571, 1.8976, 1.0952], [3.8575, -0.0147, 1.1799], [4.1420, 0.6784, 2.8664], [4.4992, -0.8727, 2.4999], [6.7180, 0.5518, 2.3416], [5.8599, -0.1005, -0.4608], [6.2339, -1.4119, 0.7316], [9.3097, -0.9621, -1.1768], [7.6694, -0.8497, -1.7678], [8.1336, -2.1690, -0.7082], [6.8162, 2.1801, 0.9526], [5.6368, 2.4788, 1.8913], [-2.0843, -1.8530, 3.9885], [-2.2822, -1.7121, 5.5431], [-3.3657, -2.5352, 5.9307], [-1.5612, -1.0328, 3.4969], [-3.0469, -1.8844, 3.4780], [-1.4851, -2.7557, 3.8692], [-2.5639, -0.6907, 5.7991], [-1.3838, -2.0071, 6.0852], [-4.1684, -2.0680, 5.6880], [4.4040, -3.5552, -0.0792], [4.8781, -3.9252, 1.3354], [5.9418, -4.8695, 1.1738], [5.1778, -3.1738, -0.7454], [3.6904, -2.7476, 0.0840], [3.7871, -4.2868, -0.6011], [4.1219, -4.4365, 1.9311], [5.1183, -3.0921, 1.9959], [6.0630, -5.3732, 1.9820], [2.0754, -0.5025, -3.4412], [2.7869, -1.4285, -2.5005], [3.1618, -0.7703, -1.3357], [1.9492, -0.9331, -4.4346], [2.5965, 0.4444, -3.5827], [1.0656, -0.3297, -3.0689], [3.6577, -1.8783, -2.9775], [2.1036, -2.2554, -2.3072], [2.3444, -0.5771, -0.8707], [-1.2212, 2.7001, 6.1596], [-0.7111, 1.8869, 4.9804], [0.6659, 1.5508, 5.1104], [-0.8340, 2.2699, 7.0833], [-2.3099, 2.6488, 6.1731], [-0.8379, 3.7179, 6.0879], [-0.8746, 2.4836, 4.0830], [-1.3345, 1.0125, 4.7934], [0.7737, 0.8474, 4.4660], [1.2118, -5.9630, -2.8804], [1.2259, -5.0038, -4.0377], [0.6128, -3.8357, -3.5589], [1.6353, -6.9467, -3.0832], [0.2223, -6.0104, -2.4256], [1.8987, -5.5027, -2.1702], [0.6053, -5.3189, -4.8766], [2.2393, -4.7650, -4.3604], [0.0029, -3.4827, -4.2108], [2.4704, -1.4415, 4.6619], [1.7296, -1.3939, 3.3087], [1.2881, -0.0021, 3.0699], [2.8790, -2.4154, 4.9317], [1.7923, -1.1273, 5.4554], [3.2871, -0.7199, 4.6411], [0.8550, -2.0442, 3.3247], [2.3911, -1.7334, 2.5118], [1.0295, 0.1036, 2.1514]],
  "atomic_forces_ev_per_a": [[1.178, -1.260, -0.153], [0.014, 0.554, -0.053], [1.060, -0.281, 0.434], [-0.451, 0.057, 0.539], [-0.258, 0.087, -0.368], [0.144, -0.567, -0.344], [0.647, 0.415, 0.437], [-0.185, 1.984, -0.342], [-1.060, -3.110, -0.916], [0.773, 1.578, 0.128], [-0.109, 0.041, -0.032], [-0.019, -0.036, 0.024], [0.012, -0.321, 0.208], [-0.453, 0.214, 0.010], [-1.008, -1.006, -0.316], [0.632, -0.188, -0.605], [-1.464, 0.140, 1.238], [0.592, 0.352, -1.005], [0.392, 0.573, 0.602], [0.327, 0.397, -0.173], [-0.097, -0.026, 0.188], [-0.226, 0.109, 0.251], [0.055, 0.302, -0.254], [0.352, 0.066, 0.355], [-0.208, 0.000, 0.350], [-0.015, -0.454, -0.198], [0.445, 0.080, 0.169], [0.164, -0.371, -0.219], [0.138, 0.025, 0.010], [0.214, 0.263, 0.201], [0.367, 0.513, 1.039], [0.180, -0.114, 0.869], [0.425, 0.501, -0.885], [-0.776, 0.737, 0.886], [0.017, 0.435, 0.408], [-0.174, 0.250, 0.344], [-0.234, -0.116, -0.107], [-0.510, -0.093, 0.260], [0.231, -0.284, -0.703], [-0.021, -0.055, -0.522], [-0.008, -0.105, -0.340], [0.162, -0.294, 0.338], [0.021, 0.042, 0.065], [-0.224, -0.769, -0.283], [0.047, -0.531, -0.763], [0.495, -1.433, -0.316], [0.044, 1.271, -0.441], [-0.503, -0.691, -0.642], [0.581, 2.127, 0.171], [-0.297, 0.041, -0.232], [-0.232, -0.397, 0.050], [0.420, -0.261, -0.469], [0.440, -1.972, 1.099], [-0.202, 0.146, -0.100], [0.183, -0.012, -0.106], [0.517, 0.105, 0.085], [-0.370, 0.879, 0.037], [0.157, -0.493, 0.187], [-0.327, 0.465, -0.333], [-0.018, 0.132, 0.617], [0.203, 0.000, 0.285], [-0.103, 0.290, -0.191], [-0.265, -0.597, 0.471], [-0.077, 0.030, -0.752], [-0.583, 0.128, -0.119], [-0.306, 0.223, 0.102], [-0.051, 0.604, -0.239], [0.790, -0.450, -0.726], [-0.112, 0.105, 0.284], [0.344, -0.514, 0.004], [0.317, -0.416, -0.086], [0.731, 0.513, -0.130], [0.226, -0.090, 0.140], [-0.371, 0.314, -0.036], [0.100, -0.222, 0.250], [-0.059, 0.317, 0.217], [-0.100, 0.190, 0.456], [-0.351, 0.139, 0.547], [-0.606, -0.386, -0.728], [-0.295, -0.199, 0.151], [0.171, -0.026, -0.486], [-0.170, 0.000, 1.363], [-1.084, 0.027, 0.814], [1.855, -0.886, -1.497], [0.697, -0.237, 2.143], [-2.005, 0.950, -0.150], [-0.106, 1.075, 0.726], [0.207, 0.301, -1.063], [0.077, -0.213, -0.135], [-0.332, -0.410, -0.125], [-0.535, 0.037, -0.029], [-0.116, 0.256, -0.402], [-0.130, -0.556, -0.205], [-0.168, 0.234, 0.195], [0.717, -0.552, -0.059], [0.410, 0.167, 0.082], [-0.256, -0.821, -0.138], [0.067, 0.674, -0.871], [-1.627, 0.389, 0.039], [0.127, -0.945, -0.869], [-0.785, -0.412, -0.325], [2.308, 0.947, 0.726], [-1.034, -0.626, -1.115], [0.642, 0.341, -0.019], [0.317, -0.242, -0.038], [-0.281, 0.277, -0.011], [-0.054, -0.523, 0.450], [-0.009, 0.160, 0.640], [0.038, 0.091, -0.466], [0.429, -0.366, 0.295], [0.222, 0.348, 0.361], [0.351, 0.195, 0.156], [-0.466, -0.006, 0.356], [-0.082, -0.172, 0.279], [-0.059, 0.253, -0.343], [1.013, 0.808, -1.159], [0.510, 0.551, -0.622], [0.800, 0.343, -1.161], [-0.170, -0.018, -0.113], [-0.177, 0.216, 0.412], [-1.554, -1.464, 0.712], [-0.460, 0.292, -0.180], [-0.239, -0.611, 0.363], [-0.110, -0.041, -0.167], [0.519, 0.244, -0.659], [-0.590, -0.014, 0.134], [0.088, 0.072, 0.620], [-0.299, -0.114, 0.167], [0.102, -0.102, 0.218], [-0.178, 0.494, 0.199], [-0.829, -0.539, -0.098], [0.003, 0.450, 0.931], [0.359, -1.096, 0.746], [0.527, -0.302, -0.809], [1.189, 0.347, 0.802], [-1.227, -0.575, -0.107], [-0.360, 0.587, -0.149], [0.570, 0.518, 0.293], [-0.201, 0.645, -0.020], [-0.231, 0.772, -0.477], [0.586, -0.387, -0.185], [-0.287, -0.836, 0.569], [0.004, -0.331, -0.219], [-0.074, -0.169, -0.296], [0.011, 0.353, 0.449], [-0.099, -0.066, -0.240], [-0.212, -0.047, 0.497], [0.374, 0.119, -0.653], [-0.322, 0.198, 0.297], [0.459, 0.217, 1.146], [-0.588, 0.600, -1.640], [0.040, -0.527, 0.426], [0.356, 0.185, 0.339], [-0.082, -0.453, 0.132], [-0.397, -0.044, -0.502], [0.454, 0.261, 0.089], [-0.154, -0.017, 0.013], [-0.085, -0.108, 0.014], [-0.935, 0.881, 1.160], [-0.119, -1.545, -0.606], [0.432, 0.328, 0.045], [0.159, -0.141, 0.236], [0.057, 0.432, -0.240], [0.477, -0.566, 0.238], [-0.675, -0.002, -0.390], [0.617, 0.502, -0.473], [-0.003, 0.049, 0.080], [-0.441, 0.219, -0.664], [-0.278, -0.765, -1.094], [0.749, -0.195, 0.570], [0.083, -0.230, -0.061], [-0.059, 0.114, 0.183], [-0.009, 0.398, 0.089], [0.324, 0.143, 0.133], [0.050, -0.245, 0.268], [-0.607, 0.885, 0.777], [0.533, -0.605, -0.084], [-0.065, 0.521, -0.130], [-0.972, 0.445, 0.673], [-0.095, -0.043, 0.087], [0.056, 0.353, 0.061], [-0.284, 0.097, 0.089], [0.146, 0.280, -0.282], [0.050, -0.390, 0.353], [0.656, -0.261, -0.526], [0.817, 0.033, 0.212], [-0.582, -0.514, -0.595], [-0.302, 1.426, 0.176], [-0.273, -0.022, -0.211], [0.145, -0.346, -0.121], [-0.132, -0.126, 0.506], [0.403, -0.543, -0.252], [0.080, -0.195, -0.202], [0.095, 0.062, -0.033], [-0.492, 0.592, -0.475], [-0.026, 0.817, 0.463], [0.736, -1.771, 0.856], [-0.140, -0.105, -0.307], [-0.013, -0.014, 0.069], [0.064, -0.025, 0.031], [-0.061, -0.045, -0.020], [-0.036, 0.162, -0.205], [0.081, 0.196, -1.051]],
  "e_homo_ev": [-8.238, -8.052],
  "homo_lumo_gap_ev": [8.50, 6.08],
  "spin_multiplicity": 2
}